1.
{"formula": "C23H37F8NO12PS", "method": "ωB97M-V with the def2-TZVPD basis set", "species": ["C", "C", "C", "P", "O", "O", "O", "C", "C", "S", "O", "O", "C", "F", "F", "C", "F", "F", "C", "F", "F", "F", "C", "C", "C", "O", "F", "N", "H", "H", "H", "H", "H", "H", "H", "H", "H", "H", "H", "H", "H", "O", "C", "O", "C", "C", "C", "H", "H", "H", "H", "H", "H", "H", "H", "O", "C", "O", "C", "C", "C", "H", "H", "H", "H", "H", "H", "H", "H", "O", "C", "O", "C", "C", "C", "H", "H", "H", "H", "H", "H", "H", "H"], "xyz": [[2.4247, 0.9385, 3.9435], [2.9842, 1.6565, 2.9672], [3.0006, 1.0790, 1.5829], [4.4358, -0.0475, 1.4150], [5.6466, 0.6472, 1.8289], [4.4861, -0.4225, -0.1344], [4.1274, -1.3871, 2.2118], [1.6525, 0.5850, 0.9909], [0.9580, 1.9311, 0.7641], [-0.3496, 1.8678, -0.4450], [-0.5624, 3.1829, -0.9758], [0.0344, 0.9046, -1.4357], [-1.9597, 1.2861, 0.2973], [-2.0488, -0.0267, 0.0751], [-2.9297, 1.9125, -0.3747], [-2.1654, 1.5286, 1.8149], [-1.1634, 0.9761, 2.5242], [-3.2915, 0.8637, 2.1437], [-2.3792, 3.0101, 2.2417], [-2.0236, 3.1673, 3.5195], [-1.6368, 3.8349, 1.4857], [-3.6648, 3.3294, 2.0932], [2.0374, 2.9441, 0.2351], [1.7585, 4.2670, 0.8929], [2.9258, 5.1958, 0.7834], [4.0739, 4.8676, 0.6394], [2.5853, 6.4710, 0.8995], [3.2910, 2.2193, 0.6194], [2.7517, 0.9202, 4.9663], [1.6085, 0.2966, 3.6394], [3.4147, 2.6277, 3.1600], [4.5173, -1.3808, -0.2457], [3.2023, -1.3862, 2.5082], [1.8735, 0.0580, 0.0719], [1.1767, -0.0341, 1.7403], [0.6784, 2.2038, 1.7729], [1.9890, 2.9177, -0.8428], [0.9163, 4.7127, 0.3739], [1.4675, 4.1999, 1.9353], [3.5376, 1.7141, -0.2407], [4.1557, 2.7485, 0.7960], [-1.6772, -3.2178, -0.6617], [-2.5012, -3.0659, -1.5222], [-3.4103, -4.0286, -1.7280], [-4.5322, -3.8756, -2.6037], [-4.1753, -4.1976, -4.0396], [-2.4801, -1.8499, -2.4172], [-4.9717, -2.8827, -2.4970], [-5.2731, -4.5850, -2.2409], [-3.4195, -3.5163, -4.4306], [-5.0585, -4.1328, -4.6748], [-3.7686, -5.2057, -4.1084], [-1.7622, -2.0139, -3.2207], [-2.1525, -1.0105, -1.8285], [-3.4449, -1.5880, -2.8467], [1.3655, -2.3986, -6.2828], [1.4320, -1.2181, -6.1100], [0.8492, -0.6914, -5.0108], [1.0136, 0.6663, -4.6038], [0.0352, 1.5877, -5.3026], [2.0772, -0.2994, -7.1218], [2.0499, 0.9891, -4.7316], [0.8125, 0.6702, -3.5358], [0.1918, 1.5996, -6.3810], [0.1351, 2.6078, -4.9295], [-0.9862, 1.2505, -5.1278], [1.3543, -0.0817, -7.9064], [2.9247, -0.8200, -7.5592], [2.4479, 0.6355, -6.7076], [0.5592, -1.8795, 3.0812], [-0.3026, -2.3362, 3.7960], [-1.4872, -1.7322, 3.8208], [-2.6406, -2.2768, 4.4847], [-2.6654, -1.9193, 5.9549], [-0.0327, -3.5085, 4.7021], [-2.7080, -3.3507, 4.3137], [-3.4932, -1.8273, 3.9804], [-1.8124, -2.3394, 6.4880], [-3.5773, -2.2916, 6.4195], [-2.6263, -0.8374, 6.0812], [0.4446, -3.1448, 5.6112], [0.6485, -4.1847, 4.1919], [-0.9185, -4.0787, 4.9662]], "forces_ev_per_a": [[-0.164, 0.014, -0.695], [-0.601, -0.448, 0.728], [-0.969, 1.213, -0.678], [1.674, -0.328, 0.658], [-0.110, 0.445, 0.080], [-0.653, -0.095, 0.278], [-0.683, 0.726, -0.472], [1.154, 0.550, 0.529], [0.461, -0.724, 0.347], [0.259, 0.501, -2.148], [-0.153, 0.394, 0.866], [-0.003, -0.677, 0.694], [-0.247, -0.247, 0.403], [0.218, 0.294, 0.272], [0.223, 0.031, 0.025], [-0.798, -0.517, 0.381], [0.262, 0.251, -0.310], [0.171, 0.099, -0.049], [-0.485, 0.263, 0.183], [-0.107, -0.044, -0.406], [0.017, -0.166, 0.225], [0.638, 0.012, 0.060], [-1.331, -1.395, 1.249], [0.530, 0.781, -0.724], [1.419, -0.035, -0.009], [-1.177, 0.339, 0.075], [0.008, -0.122, 0.021], [0.999, -1.175, -1.426], [-0.513, 0.837, 0.445], [0.426, -1.047, 0.289], [1.166, -0.278, -0.006], [-0.049, -0.170, -0.410], [-0.119, -0.608, 0.264], [-0.321, -0.309, -0.214], [-0.531, -0.364, -0.274], [-0.700, 0.587, -0.098], [0.172, 0.697, -0.316], [-0.250, 0.053, -0.078], [0.076, -0.179, 0.270], [0.164, 0.141, -0.124], [-0.390, 0.554, 0.506], [0.097, -0.029, 0.253], [0.124, 0.151, -0.329], [-0.123, -0.156, 0.276], [-0.116, -0.005, -0.284], [0.157, 0.035, -0.005], [-0.417, 0.018, -0.114], [0.065, 0.027, -0.009], [0.066, -0.039, 0.104], [-0.048, 0.054, -0.012], [-0.019, -0.005, 0.013], [-0.053, -0.036, 0.016], [0.005, -0.043, -0.019], [0.276, 0.087, 0.025], [0.041, -0.129, -0.117], [-0.042, -0.262, 0.062], [0.006, 0.257, -0.323], [-0.021, -0.148, 0.343], [-0.035, 0.255, -0.070], [-0.010, -0.045, -0.131], [0.343, 0.107, 0.236], [-0.010, -0.026, -0.117], [-0.012, -0.141, -0.034], [0.057, 0.053, 0.003], [-0.004, -0.001, 0.016], [-0.008, 0.010, 0.074], [-0.019, -0.001, -0.010], [-0.110, -0.118, -0.096], [-0.138, 0.046, -0.031], [0.429, 0.422, -0.196], [-0.070, -0.229, 0.342], [-0.066, 0.156, -0.276], [-0.238, -0.093, 0.270], [0.208, 0.060, 0.009], [-0.150, -0.308, -0.280], [0.091, -0.003, -0.005], [0.087, 0.066, -0.113], [-0.041, -0.080, 0.011], [-0.020, -0.006, -0.017], [-0.074, 0.018, -0.019], [0.000, 0.018, 0.017], [0.129, 0.106, 0.021], [-0.020, 0.101, 0.104]], "lowdin_charge": [0.091, -0.111, -0.398, 0.460, -0.207, -0.084, -0.057, -0.071, -0.273, 0.791, -0.248, -0.247, -0.456, 0.143, 0.164, -0.358, 0.149, 0.173, -0.524, 0.192, 0.165, 0.203, -0.184, -0.024, -0.424, 0.166, 0.164, 0.137, 0.089, 0.052, 0.126, 0.110, 0.080, 0.129, 0.095, 0.122, 0.165, 0.140, 0.149, 0.169, 0.174, 0.098, -0.529, 0.006, -0.233, -0.060, 0.023, 0.112, 0.123, 0.070, 0.084, 0.086, 0.103, 0.047, 0.077, 0.118, -0.530, -0.007, -0.246, -0.055, 0.014, 0.113, 0.082, 0.071, 0.081, 0.084, 0.098, 0.093, 0.067, 0.065, -0.513, 0.001, -0.212, -0.056, 0.029, 0.120, 0.123, 0.071, 0.089, 0.084, 0.102, 0.098, 0.077], "orbital_gap_ev": 8.92, "total_charge": 1, "energy_ev": -92369.7861, "fmax_ev_per_a": 2.297}



2.
{"formula": "C17H17F6MnN3O7S3", "method": "ωB97M-V with the def2-TZVPD basis set", "species": ["Mn", "N", "N", "C", "O", "O", "H", "H", "H", "F", "C", "F", "F", "S", "O", "O", "N", "S", "O", "O", "C", "F", "F", "F", "O", "S", "C", "C", "C", "C", "C", "C", "C", "C", "C", "C", "C", "C", "C", "C", "H", "H", "H", "H", "H", "H", "H", "H", "H", "H", "H", "H", "H", "H"], "xyz": [[-8.6907, -4.0260, 13.1055], [-6.8663, -4.5159, 14.7614], [-6.5209, -3.1901, 15.1567], [-6.4735, -2.2915, 14.0575], [-5.8474, -1.2165, 14.0490], [-7.1748, -2.7313, 13.0200], [-6.8631, -5.1215, 15.5925], [-6.2009, -4.8982, 14.1181], [-5.6790, -3.1144, 15.6939], [-9.1439, -3.6949, 8.0047], [-9.4388, -4.9135, 8.5291], [-8.4196, -5.7621, 8.1754], [-10.5925, -5.3615, 7.9775], [-9.7738, -4.9094, 10.3679], [-8.5546, -4.3968, 11.0348], [-10.8715, -3.9573, 10.4367], [-10.0062, -6.4363, 10.7542], [-9.7063, -6.9882, 12.1863], [-10.6091, -8.0271, 12.4816], [-9.6701, -5.8790, 13.1944], [-7.9019, -7.6819, 12.3293], [-7.0365, -6.7050, 12.7404], [-7.4811, -8.1318, 11.1483], [-7.9251, -8.6851, 13.2333], [-10.2209, -2.8183, 13.7995], [-10.8654, -1.5048, 14.3106], [-12.4149, -1.4100, 13.2684], [-13.3457, -2.5769, 13.3185], [-13.3821, -3.4570, 12.2295], [-14.2089, -4.5701, 12.2189], [-15.0707, -4.8263, 13.2733], [-15.0796, -3.9214, 14.3392], [-14.1866, -2.8451, 14.4013], [-9.7435, -0.1200, 13.7879], [-9.8442, 0.1622, 12.3041], [-9.3502, -0.7195, 11.3264], [-9.5435, -0.4162, 9.9858], [-10.2351, 0.7412, 9.5922], [-10.7817, 1.5729, 10.5430], [-10.5473, 1.2971, 11.8883], [-12.0410, -1.3266, 12.2609], [-12.9056, -0.4527, 13.5856], [-12.7041, -3.3031, 11.3638], [-14.0945, -5.3185, 11.4611], [-15.6775, -5.7254, 13.2762], [-15.7368, -4.0249, 15.2107], [-14.1380, -2.2693, 15.3401], [-8.7186, -0.3873, 14.1342], [-10.0480, 0.7739, 14.3661], [-8.7557, -1.6019, 11.5882], [-9.1551, -1.1021, 9.2285], [-10.3627, 0.9483, 8.5232], [-11.3299, 2.4849, 10.2845], [-10.9220, 2.0057, 12.6185]], "forces_ev_per_a": [[0.457, 0.583, 0.729], [-1.023, 0.284, 0.239], [0.223, 0.692, -1.113], [0.946, 1.360, 0.781], [-1.906, -3.034, -0.077], [-0.927, -0.052, -0.281], [-0.499, 0.401, -0.412], [0.721, -0.244, -0.414], [0.438, -0.045, 0.485], [-0.512, -1.442, 1.402], [0.610, -1.064, -2.243], [-1.441, 1.147, 0.883], [1.278, 0.517, 0.600], [-1.076, 1.329, -0.190], [0.542, 0.156, 0.666], [1.104, -1.818, 0.124], [0.353, 1.218, -0.949], [-0.129, 0.830, 0.704], [0.275, -0.642, 0.274], [0.655, 0.433, -0.292], [-0.057, -0.605, -0.165], [-0.895, -0.750, -0.187], [-0.361, 0.286, 0.847], [0.142, 1.384, -0.991], [1.071, -0.518, -0.431], [-0.215, -0.678, 0.398], [0.275, 1.272, 0.214], [-0.027, -0.757, 0.378], [0.716, 0.321, -0.656], [0.223, -0.131, 0.537], [0.111, 0.638, 0.422], [0.051, 0.198, 0.689], [-0.156, -0.182, 0.115], [-0.093, 0.224, -0.635], [-0.078, 0.003, -0.106], [0.133, 0.251, 0.141], [-0.073, 0.044, -0.273], [0.048, -0.753, -0.674], [0.245, 0.491, 0.465], [-0.092, -0.100, 0.076], [0.162, 0.351, -0.413], [0.499, -0.710, -0.243], [-0.630, 0.001, 0.836], [-0.099, -0.039, -0.573], [-0.061, 0.210, 0.054], [0.179, -0.325, -0.496], [-0.103, -0.069, -0.682], [-0.775, -0.185, -0.187], [-0.050, -0.582, -0.139], [-0.337, 0.436, -0.029], [-0.087, 0.311, 0.214], [0.043, -0.074, 0.487], [0.224, -0.446, -0.040], [-0.020, -0.124, 0.131]], "mulliken_spin": [4.353, -0.020, -0.008, 0.042, -0.159, -0.324, 0.003, 0.002, 0.000, 0.000, 0.002, 0.000, 0.000, 0.005, 0.037, -0.001, 0.001, 0.007, -0.002, 0.014, 0.003, 0.002, 0.000, 0.000, 0.033, 0.006, 0.002, -0.001, 0.001, 0.000, 0.000, 0.000, 0.001, 0.002, -0.001, 0.016, 0.003, -0.001, 0.000, 0.000, 0.001, 0.000, -0.001, 0.000, 0.000, 0.000, 0.000, 0.001, 0.001, -0.022, 0.000, 0.000, 0.000, 0.000], "orbital_gap_ev": [3.82, 7.71], "total_charge": 1, "energy_ev": -116829.9554, "fmax_ev_per_a": 3.584, "de_lowest_kcal_mol": 0.0, "multiplicity": 5}



3.
{"formula": "C19H19F2NS2", "method": "ωB97M-V with the def2-TZVPD basis set", "species": ["C", "C", "C", "N", "C", "S", "S", "C", "C", "H", "H", "H", "H", "H", "H", "H", "H", "H", "H", "F", "C", "C", "C", "C", "C", "C", "C", "C", "C", "C", "C", "F", "C", "C", "H", "H", "H", "H", "H", "H", "H", "H", "H"], "xyz": [[2.8244, -0.9528, 2.7299], [2.6154, 0.5581, 2.6760], [1.1880, 0.9431, 3.0483], [0.2202, 0.1701, 2.2679], [-1.0756, 0.6576, 2.2073], [-1.4863, 2.2269, 1.7560], [-2.4132, -0.3387, 2.4946], [0.3639, -1.2771, 2.3642], [1.7591, -1.6839, 1.9195], [3.8107, -1.1938, 2.3229], [2.7828, -1.2932, 3.7730], [3.2992, 1.0608, 3.3686], [2.8253, 0.9268, 1.6637], [1.0562, 0.7612, 4.1305], [1.0033, 2.0031, 2.8423], [0.1877, -1.6297, 3.3955], [-0.3718, -1.7540, 1.7052], [1.8724, -1.4431, 0.8528], [1.8513, -2.7698, 2.0336], [-2.9206, 6.0342, -3.4276], [-3.3926, 5.2481, -2.3976], [-4.3921, 5.7671, -1.5793], [-4.8759, 4.9464, -0.5473], [-4.3521, 3.6760, -0.3484], [-3.3066, 3.1538, -1.1641], [-2.8049, 1.8633, -0.8352], [-1.9679, 0.9716, -1.5624], [-1.8642, -0.3715, -1.1020], [-1.0087, -1.2905, -1.6860], [-0.2296, -0.9350, -2.7995], [-0.3710, 0.3605, -3.2886], [0.3633, 0.7201, -4.4006], [-1.2183, 1.3053, -2.7306], [-2.8536, 3.9793, -2.2384], [-4.7789, 6.7684, -1.7572], [-5.6810, 5.3080, 0.0995], [-4.7251, 3.0492, 0.4631], [-3.2419, 1.4270, 0.0652], [-2.4548, -0.6672, -0.2287], [-0.9616, -2.3086, -1.2859], [0.4476, -1.6329, -3.2851], [-1.2807, 2.2885, -3.1812], [-2.0828, 3.6459, -2.9209]], "forces_ev_per_a": [[0.127, -0.058, -0.143], [-0.074, 0.131, -0.115], [0.337, 0.179, -0.277], [-0.989, 0.224, 0.248], [-0.617, -1.322, 0.084], [0.612, 1.579, -0.796], [0.185, -0.377, -0.214], [0.232, -0.300, -0.093], [0.036, 0.121, 0.007], [0.020, -0.036, 0.228], [0.065, 0.012, -0.106], [-0.024, -0.024, -0.144], [0.011, -0.060, 0.121], [-0.251, -0.013, -0.208], [0.024, -0.212, 0.129], [-0.125, 0.089, -0.176], [0.091, 0.238, 0.364], [0.014, -0.056, 0.151], [0.072, 0.130, -0.050], [-0.411, -0.751, 0.933], [0.262, 0.178, -0.543], [0.093, -0.553, 0.189], [-0.027, 0.155, -0.262], [0.415, -0.246, -0.054], [-0.475, 1.696, -0.413], [-0.014, -0.632, 1.204], [0.957, -0.821, -0.919], [-0.229, 0.388, 0.502], [0.244, -0.108, -0.455], [-0.447, 0.182, 0.449], [0.162, 0.421, -0.593], [-0.678, -0.306, 1.009], [0.075, -0.296, 0.331], [-0.256, -0.001, 0.517], [0.106, -0.241, 0.047], [0.363, -0.130, -0.250], [0.125, 0.226, -0.162], [-0.158, -0.055, -0.381], [0.211, 0.124, -0.304], [0.035, 0.439, -0.168], [-0.136, 0.155, 0.095], [0.344, -0.554, 0.028], [-0.307, 0.485, 0.189]], "nbo_charge": [-0.400, -0.403, -0.217, -0.465, -0.105, -0.135, -0.222, -0.220, -0.404, 0.209, 0.196, 0.211, 0.202, 0.177, 0.235, 0.189, 0.227, 0.197, 0.210, -0.327, 0.382, -0.219, -0.205, -0.118, -0.150, 0.068, -0.139, -0.127, -0.208, -0.246, 0.457, -0.339, -0.243, -0.202, 0.242, 0.232, 0.235, 0.264, 0.251, 0.233, 0.240, 0.217, 0.221], "orbital_gap_ev": 4.32, "energy_ev": -48604.6319, "fmax_ev_per_a": 1.871}